Record 1
This record from the OMol25 dataset describes a molecular structure, C20H46HfOP4Se at a distorted geometry. The level of theory is wB97M-V/def2-TZVPD.

Output
* largest force on an atom: 0.103 hartree/bohr
* spin multiplicity: 1
* orbital gap: 4.55 eV
* net charge: +4
* energy relative to the best compared isomer or geometry (same formula, charge and spin): 28.1 kcal/mol
* LUMO energy: -14.41 eV

Each line ends with the Löwdin charge.
CARTESIAN COORDINATES (ANGSTROEM)
Hf -0.498484 0.028785 -0.252002  1.180
P -1.764865 -2.031812 0.116971  0.688
P 1.409882 -0.114676 1.353731  0.690
P 1.066440 -0.888061 -2.149040  0.675
H -3.301768 2.415484 -3.196261  0.072
C -3.026079 1.388977 -3.545401  0.001
C -2.512738 0.452531 -2.763998  -0.108
H -1.908581 0.716628 -1.848780  -0.052
C -3.179520 -1.782373 1.264302  -0.219
C -1.003618 -3.427864 1.077255  -0.196
C -2.584816 -3.027168 -1.157437  -0.202
C 2.706532 1.144116 1.631813  -0.203
C 0.540295 0.058532 2.961649  -0.222
C 2.433026 -1.623271 1.582846  -0.199
C 0.510108 -0.670348 -3.886318  -0.212
C 1.365509 -2.687613 -2.040824  -0.221
C 2.760622 -0.238911 -2.352686  -0.213
H -3.250882 1.232500 -4.613941  0.116
H -2.725591 -0.594324 -2.967648  0.056
H -3.945042 -1.161187 0.787482  0.064
H -2.852263 -1.246600 2.165871  0.053
H -3.577063 -2.773545 1.518492  0.087
H -0.625064 -3.054073 2.040741  0.055
H -0.159813 -3.849518 0.520674  0.054
H -1.821523 -4.157984 1.219864  0.092
H -3.068709 -2.381612 -1.893780  0.044
H -3.323612 -3.670953 -0.671074  0.092
H -1.856338 -3.624199 -1.709658  0.064
H 3.221125 0.973404 2.588478  0.094
H 2.261159 2.142097 1.627757  0.060
H 3.432216 1.134711 0.813743  0.066
H 1.279106 0.196288 3.764686  0.094
H -0.086163 -0.812265 3.165833  0.050
H -0.130485 0.917513 2.925785  0.040
H 2.952749 -1.572633 2.549682  0.095
H 3.166501 -1.699728 0.775150  0.058
H 1.823945 -2.525352 1.531347  0.037
H 1.231467 -1.182649 -4.538450  0.085
H 0.466076 0.400021 -4.143530  0.052
H -0.485017 -1.105253 -4.022558  0.047
H 1.928722 -2.983484 -2.936251  0.089
H 0.412164 -3.233339 -2.012353  0.037
H 1.944166 -2.910950 -1.137899  0.047
H 3.178818 -0.678269 -3.264250  0.086
H 3.386442 -0.551099 -1.514719  0.048
H 2.747890 0.860503 -2.393262  0.041
C 0.414483 3.239553 -3.362412  -0.521
C -0.636855 3.357367 -4.320802  -0.093
C -0.250176 3.187768 -5.691156  -0.042
C 1.086706 3.385832 -6.133144  -0.019
C 2.089420 3.477401 -5.137644  -0.033
C 1.755573 3.328198 -3.763897  -0.168
Se 0.329083 3.064525 -1.377838  0.932
H -1.034538 2.557277 -1.613964  -0.170
H -1.667730 3.596341 -3.995232  0.101
H -1.007156 2.951011 -6.451496  0.123
H 1.362471 3.401471 -7.223097  0.148
H 3.111797 3.685219 -5.473194  0.129
H 2.559747 3.315966 -3.005844  0.098
C -1.982294 4.099975 1.218537  -0.141
P -2.817865 2.533016 0.963313  0.687
C -3.977894 2.752160 -0.386525  -0.121
C -3.658931 2.113141 2.492883  -0.125
O -1.775461 1.411608 0.616487  -0.585
H -1.188476 4.233716 0.472644  -0.006
H -1.576222 4.140228 2.244707  0.088
H -2.726471 4.904501 1.092902  0.098
H -4.476778 3.724185 -0.225796  0.102
H -3.458603 2.699300 -1.344532  0.016
H -4.729686 1.952172 -0.316097  0.089
H -3.922487 1.042625 2.498206  0.060
H -3.007187 2.365279 3.351267  0.087
H -4.590497 2.691389 2.595589  0.100

Forces on atoms 1 to 3 (eV/Å):
Hf -0.8 4.8 -0.6
P -2.6 -4.4 1.5
P 3.0 -0.2 3.2

Record 2
This record from the OMol25 dataset describes C22H23N3O4 in the gas phase. The level of theory is wB97M-V/def2-TZVPD.

Output
* largest force on an atom: 0.019 hartree/bohr
* SMILES: CCOc1ccc(Nc2cc3n(c(=O)n2)CCc2cc(OC)c(OC)cc2-3)cc1
* spin multiplicity: 1
* orbital gap: 7.86 eV
* energy relative to the best compared isomer or geometry (same formula, charge and spin): 60.2 kcal/mol
* LUMO energy: 0.33 eV

Each line ends with the natural charge from an NBO analysis.
CARTESIAN COORDINATES (ANGSTROEM)
C -9.642444 -0.004910 -0.061610  -0.617
C -8.167352 0.357700 0.013301  -0.062
O -7.423478 -0.829731 -0.172565  -0.503
C -6.063499 -0.762869 -0.150165  0.292
C -5.316961 0.394002 0.045067  -0.294
C -3.933827 0.350521 0.049026  -0.182
C -3.267215 -0.853476 -0.142550  0.105
N -1.877158 -0.972081 -0.150871  -0.546
C -0.914067 -0.031089 0.009951  0.465
C 0.441321 -0.457833 -0.052227  -0.394
C 1.420628 0.485952 0.109805  0.276
N 1.059411 1.774888 0.312561  -0.414
C -0.309400 2.179063 0.370297  0.768
O -0.561655 3.349496 0.555012  -0.632
N -1.238572 1.224605 0.210511  -0.596
C 2.074445 2.794264 0.470343  -0.214
C 3.191381 2.569470 -0.539549  -0.431
C 3.740392 1.190139 -0.320978  -0.003
C 5.092289 0.905793 -0.453134  -0.290
C 5.581443 -0.368832 -0.221101  0.281
O 6.881353 -0.740004 -0.322780  -0.475
C 7.830287 0.229192 -0.694773  -0.252
C 4.683559 -1.391547 0.169516  0.325
O 5.251635 -2.605598 0.403836  -0.493
C 4.421477 -3.667948 0.800211  -0.252
C 3.338475 -1.105983 0.286201  -0.298
C 2.850373 0.179877 0.033521  -0.046
C -4.016336 -2.015196 -0.338049  -0.216
C -5.392059 -1.971713 -0.342026  -0.248
H -9.886122 -0.728322 0.711624  0.213
H -9.867388 -0.444477 -1.029492  0.213
H -10.249684 0.885052 0.076938  0.212
H -7.916223 1.087182 -0.769418  0.171
H -7.934901 0.799750 0.992306  0.171
H -5.799060 1.346412 0.196931  0.218
H -3.358750 1.248057 0.200214  0.264
H -1.541494 -1.913336 -0.304249  0.392
H 0.683597 -1.486876 -0.255399  0.212
H 2.478310 2.750297 1.489798  0.196
H 1.574338 3.756269 0.333416  0.260
H 2.791499 2.656488 -1.554880  0.222
H 3.968386 3.323483 -0.415019  0.223
H 5.759854 1.703449 -0.738464  0.221
H 7.877586 1.046693 0.032060  0.177
H 7.620803 0.637743 -1.688789  0.177
H 8.786811 -0.290282 -0.713829  0.204
H 3.673976 -3.903299 0.034926  0.174
H 3.916848 -3.454900 1.748628  0.176
H 5.082738 -4.523013 0.929969  0.204
H 2.650185 -1.872087 0.601455  0.223
H -3.513581 -2.961124 -0.488590  0.201
H -5.975165 -2.866309 -0.492864  0.223

Forces on atoms 1 to 3 (eV/Å):
C 0.5 0.0 0.0
C -0.3 0.2 0.0
O 0.0 -0.2 0.0